Entry from OMol25: the molecule C7H14ClNO3S2 (the ωB97M-V functional and the def2-TZVPD basis).

Properties
total energy	-1811.975609	hartree
spin multiplicity	1
energy above the lowest of the compared OMol25 structures with the same formula, charge and spin	0.0	kcal per mole
LUMO energy	-0.75	eV

Positions of all 28 atoms, in Å:
C: 1.2382 -0.8845 -2.0860
C: 0.1943 0.2053 -2.3275
C: 0.7909 -2.0875 -1.2594
C: -0.1204 0.7471 -0.9332
C: 0.3062 -1.5365 0.1393
C: -0.6615 -0.3236 -0.0313
C: -2.7048 0.9159 1.3372
N: 2.3218 0.6941 1.0494
O: -1.0706 -0.6999 2.7344
O: -0.1894 1.4457 1.8879
O: 1.8792 1.2887 3.6151
S: -1.0231 0.2593 1.6390
S: 1.8141 1.4346 2.1828
Cl: 1.7903 3.5622 1.8151
H: 1.6136 -1.1236 -2.9978
H: 2.1222 -0.5516 -1.5433
H: 0.6951 0.7664 -3.1118
H: -0.8556 -0.1827 -2.7947
H: 0.0745 -2.5989 -1.7867
H: 1.5769 -2.8254 -0.9378
H: 0.7548 0.9883 -0.4463
H: -0.8793 1.4714 -0.9337
H: -0.2004 -2.4582 0.6888
H: 1.1820 -0.9987 0.6269
H: -1.5830 -0.6014 -0.6116
H: -2.6306 1.4927 0.4440
H: -3.4144 0.1322 1.3384
H: -3.0206 1.4686 2.3030